(1)
C43H54IIrN2O2PSTe as an isolated structure, computed with ωB97M-V/def2-TZVPD.

Element x y z (Å)
Ir1 -1.3724 -0.8708 1.4361
I1 -3.3229 3.0282 5.4345
Te1 1.4133 1.9541 0.4221
S1 -1.7277 0.0685 -1.5629
P1 -0.8247 -2.9575 0.9968
O1 -2.2969 0.0449 -0.1033
O2 -0.1542 -1.2517 2.9744
N1 0.4717 0.0872 1.3914
N2 -3.0359 -0.3350 2.8143
C1 -2.8865 1.1584 -2.3392
C2 -2.8116 0.7743 3.5256
C3 -1.2320 -2.0929 -3.0959
C4 0.7423 -0.3970 2.5724
C5 3.7222 -1.2628 4.6538
C6 0.3652 4.7958 -0.3331
C7 2.4848 1.0422 3.7088
C8 3.6362 1.1350 4.4753
C9 -3.8320 -3.0920 -2.9123
C10 1.7780 0.8965 -1.3518
C11 2.6524 4.3368 -1.0977
C12 -2.8685 -3.7590 -3.6679
C13 -3.7568 1.3036 4.3850
C14 -0.8548 4.4130 0.4664
C15 2.5650 -1.3593 3.8988
C16 1.1313 1.2224 -2.5621
C17 -1.2252 -3.9664 3.6011
C18 -2.0155 -3.9775 0.1040
C19 1.6024 7.7817 -2.3530
C20 2.6874 -0.1714 -1.2922
C21 -4.9780 0.6589 4.5140
C22 2.8695 -0.9501 -2.4355
C23 1.3677 0.4250 -3.6721
C24 3.9101 3.4982 -1.1666
C25 -3.5013 -1.9308 -2.2364
C26 1.0708 -4.1938 -0.7254
C27 1.4712 3.9597 -0.4613
C28 3.5635 -0.4983 -0.1029
C29 -1.5726 -3.2682 -3.7542
C30 0.6421 -2.8730 -0.0775
C31 -3.4638 -3.8331 0.5866
C32 -2.2038 -1.4364 -2.3507
C33 2.4143 -1.5441 -4.8430
C34 0.4192 6.0274 -0.9766
C35 1.9549 -0.2080 3.4008
C36 -5.2073 -0.4923 3.7745
C37 -0.2558 -3.9308 2.4111
C38 1.5489 6.4337 -1.6813
C39 2.2152 -0.6801 -3.6258
C40 2.6461 5.5854 -1.7220
C41 -4.2179 -0.9626 2.9360
C42 0.2121 2.4052 -2.7348
C43 4.2637 -0.0153 4.9343
H1 0.4441 -2.1175 -0.8390
H2 1.9753 1.9444 3.4055
H3 5.1643 0.0620 5.5301
H4 3.5441 5.9007 -2.2469
H5 -3.7934 -2.7951 0.5074
H6 0.7817 3.3238 -2.8798
H7 0.2889 -4.5986 -1.3701
H8 4.7821 4.1277 -0.9932
H9 -3.1350 -4.6669 -4.1938
H10 -0.4389 6.6893 -0.9182
H11 -0.4218 2.5632 -1.8597
H12 3.9260 2.7009 -0.4250
H13 3.5073 -1.5601 0.1443
H14 4.6036 -0.2823 -0.3567
H15 1.8332 7.6782 -3.4141
H16 -0.4221 2.2705 -3.6122
H17 -0.7930 -4.5456 4.4158
H18 -4.3562 -1.8606 2.3523
H19 0.8857 0.6798 -4.6123
H20 -3.8950 0.7895 -2.1611
H21 4.1959 -2.1593 5.0327
H22 0.6873 -3.4901 2.7248
H23 -5.7364 1.0451 5.1822
H24 2.1310 -2.3283 3.6889
H25 -3.5831 -4.1539 1.6217
H26 1.4389 -2.4733 0.5560
H27 2.3871 8.3975 -1.9113
H28 -1.6080 5.1981 0.4260
H29 -0.2310 -1.6772 -3.1698
H30 4.0344 2.1088 4.7296
H31 0.6577 8.3136 -2.2562
H32 3.5799 -1.7709 -2.3953
H33 4.0203 3.0414 -2.1531
H34 -4.2379 -1.4141 -1.6323
H35 -2.7607 2.1465 -1.8988
H36 -4.1267 -4.4429 -0.0263
H37 -4.8435 -3.4739 -2.8626
H38 -2.1757 -4.4320 3.3366
H39 -1.9484 -3.6933 -0.9461
H40 -1.8407 1.2460 3.4074
H41 1.3262 -4.9504 0.0184
H42 -0.8300 -3.7938 -4.3412
H43 -1.6763 -5.0104 0.2001
H44 -2.6586 1.1777 -3.4049
H45 3.2314 -2.2499 -4.7004
H46 -6.1482 -1.0204 3.8498
H47 2.6352 -0.9368 -5.7211
H48 -1.4181 -2.9604 3.9687
H49 1.5101 -2.1163 -5.0688
H50 -0.0643 -4.9373 2.0340
H51 -1.3075 3.4880 0.0914
H52 1.9542 -4.0281 -1.3435
H53 3.3198 0.0676 0.7923
H54 -0.5981 4.2534 1.5170

Lowest unoccupied orbital energy (alpha / beta) in eV: -5.9 / -6.7
Kohn-Sham gap (alpha / beta) in eV: 6.9343 / 6.0117
Net charge: +2
Multiplicity: 2
HOMO level (alpha / beta) in eV: -12.788 / -12.716
Expectation value of S²: 0.755

(2)
The molecule C5H8O, computed with ωB97M-V/def2-TZVPD.

Element x y z (Å)
O1 -1.6165 1.3300 0.7159
C1 1.4090 0.0085 -0.0669
C2 2.8449 -0.1340 0.1737
C3 0.2210 0.1469 -0.2228
C4 -2.0748 -0.8192 -0.1546
C5 -1.2236 0.4322 -0.3132
H1 -1.8863 -1.5230 -0.9702
H2 -1.4286 0.8817 -1.2982
H3 -3.1321 -0.5383 -0.1578
H4 3.1846 -1.1573 -0.0132
H5 -1.8435 -1.3049 0.7976
H6 3.0717 0.1110 1.2164
H7 3.4227 0.5401 -0.4666
H8 -0.9486 2.0262 0.7598

Lowest unoccupied orbital energy in eV: 0.9
Kohn-Sham gap in eV: 10.5259
Net charge: 0
SMILES: CC#C[C@@H](C)O
HOMO level in eV: -9.643

(3)
An isolated ion of composition C6H6N and charge +1, computed with ωB97M-V/def2-TZVPD.

Element x y z (Å)
N1 -0.8347 -0.6392 -0.0104
C1 -1.5603 0.0830 0.7116
C2 1.0433 0.5463 0.6232
C3 1.0934 -0.6310 -1.5372
C4 -1.0477 1.2908 1.4360
C5 0.6209 -0.5043 -0.1731
C6 0.2853 1.2781 1.3432
H1 1.1996 -1.2985 0.5352
H2 0.5113 -1.3350 -2.1734
H3 1.0221 0.3578 -1.9022
H4 -1.6818 2.1002 1.9272
H5 2.0248 -1.0563 -1.4915
H6 -2.6762 -0.1920 0.7114

Lowest unoccupied orbital energy in eV: -7.3
Kohn-Sham gap in eV: 8.2976
Net charge: +1
HOMO level in eV: -15.581

(4)
The molecule C5H7NO, computed with ωB97M-V/def2-TZVPD.

Element x y z (Å)
O1 -0.7217 -0.8872 1.3059
N1 0.4035 -1.0629 0.3855
C1 0.0106 -0.2769 -0.8370
C2 -1.4727 -0.1188 -0.6973
C3 -1.7649 -0.4461 0.5577
C4 1.4179 -0.0247 0.7079
C5 0.9101 0.9119 -0.4050
H1 2.4111 -0.4428 0.5168
H2 1.6512 1.2721 -1.1231
H3 0.3373 -0.7861 -1.7491
H4 0.3254 1.7553 -0.0276
H5 -2.7092 -0.4267 1.0880
H6 -2.1581 0.2121 -1.4650
H7 1.3597 0.3209 1.7422

Lowest unoccupied orbital energy in eV: 1.1
Kohn-Sham gap in eV: 9.3030
Net charge: 0
SMILES: C1=C[C@H]2CCN2O1
HOMO level in eV: -8.163

(5)
C22H21IN8O4S2Ti as an isolated structure, computed with ωB97M-V/def2-TZVPD.

Element x y z (Å)
I1 -0.5931 -0.2405 3.2351
Ti1 0.0770 0.0181 0.4259
S1 -0.2911 2.4197 0.5432
S2 2.2741 3.3938 1.9625
O1 0.1625 0.0043 -1.3315
O2 -0.6263 -1.9636 0.5776
O3 -4.8437 1.2264 -2.2822
O4 0.2909 -3.8928 0.3223
N1 -0.9153 0.5624 -4.7055
N2 -2.0930 0.1565 0.2709
N3 2.8520 -3.8553 -0.2104
N4 1.7184 0.9837 1.2432
N5 1.4760 -1.9485 0.1759
N6 0.3834 -2.6969 0.3576
N7 3.3917 -0.3959 -0.9187
N8 3.5903 -1.7578 -0.7126
C1 2.6231 -2.5524 -0.2511
C2 1.3630 0.4950 -3.8657
C3 3.5622 -0.2967 2.3494
C4 -0.6592 0.1960 -2.3881
C5 -0.1192 0.4185 -3.6608
C6 1.2796 2.2310 1.2009
C7 -2.5998 0.0771 2.7085
C8 -3.4821 0.1747 3.7711
C9 -4.3709 0.2720 -3.2275
C10 -2.0355 0.1306 -2.2007
C11 -4.7992 0.5349 3.5356
C12 4.7177 -0.1903 3.1030
C13 -2.9926 0.2990 1.3902
C14 4.5342 2.2185 3.1768
C15 5.2084 1.0556 3.5006
C16 -4.3069 0.7357 1.1913
C17 -2.6481 0.0072 -0.8858
C18 -5.1983 0.8373 2.2446
C19 3.3667 2.1108 2.4318
C20 -2.8627 0.2860 -3.3264
C21 -2.2381 0.4996 -4.5440
C22 2.8914 0.8698 1.9944
H1 -6.2071 1.1739 2.0504
H2 4.0727 0.1273 -0.3802
H3 4.8984 3.1821 3.5056
H4 4.4750 -2.1808 -0.9585
H5 1.8228 -0.4783 -3.6745
H6 -3.7164 -0.1640 -0.9034
H7 -4.6414 1.0376 0.2075
H8 -4.7980 0.4403 -4.2164
H9 1.5649 0.7775 -4.8948
H10 -3.1425 -0.0145 4.7800
H11 5.2437 -1.0871 3.4006
H12 3.1652 -1.2634 2.0733
H13 1.8100 1.2294 -3.1929
H14 -5.0306 2.0589 -2.7282
H15 3.4866 -0.1836 -1.9047
H16 -4.7222 -0.7068 -2.8932
H17 6.1149 1.1120 4.0864
H18 2.1369 -4.4852 0.1165
H19 -2.8289 0.6327 -5.4429
H20 3.6994 -4.2432 -0.5942
H21 -5.4912 0.6115 4.3623

Lowest unoccupied orbital energy in eV: -6.9
Kohn-Sham gap in eV: 7.0216
Net charge: +2
HOMO level in eV: -13.950

(6)
A 2-piece molecular cluster, C3H5ClS2 overall, computed with ωB97M-V/def2-TZVPD.

Element x y z (Å)
Cl1 -1.3678 1.1010 3.3721
S1 -0.8315 -1.6743 2.5336
S2 -1.3274 1.0365 -0.3163
C1 0.8132 -0.6201 -0.9145
C2 0.1524 0.6736 -1.2929
C3 -1.2091 -0.1054 2.3754
H1 1.8151 -0.7696 -1.4714
H2 0.9923 1.3806 -1.1399
H3 1.0679 -0.2664 0.0544
H4 -0.3201 0.8289 -2.2800
H5 0.2152 -1.5849 -0.9205

Lowest unoccupied orbital energy (alpha / beta) in eV: -1.1 / -1.5
Kohn-Sham gap (alpha / beta) in eV: 7.7945 / 6.9523
Net charge: 0
HOMO level (alpha / beta) in eV: -8.891 / -8.407

no.,F_max (eV/Å),electronic energy (hartree)
1,1.89,-3339.96468
2,0.51,-270.48905
3,4.19,-286.48914
4,0.23,-324.60006
5,0.49,-3533.01594
6,4.98,-1373.72088